No. 1
C15H20N2O3S | wB97M-V/def2-TZVPD

```
41
Properties=species:S:1:pos:R:3:forces:R:3:mulliken_charge:R:1
N -0.658801 -2.749075 0.492834 -0.03 -0.70 1.21 -0.52
C 0.657185 -2.359844 -0.104514 -4.59 0.81 2.48 0.20
O 1.403759 -3.051288 -0.670147 1.36 -2.96 -1.29 -0.51
C 0.826419 -0.936739 0.000507 -0.42 0.97 0.67 0.04
C -0.171842 -0.111392 -0.247093 -2.39 6.11 1.73 -0.35
N -1.584989 -0.204517 -0.359191 1.42 0.49 0.52 -0.10
C -2.491266 0.782344 -0.368931 2.58 6.70 -4.76 0.14
O -2.117927 2.089500 -0.463605 -1.83 -6.01 1.72 -0.70
C -3.859415 0.476563 -1.041486 2.44 -3.50 16.49 -0.23
C -4.854493 1.288942 -0.312887 -2.42 6.57 -1.09 -0.78
H -4.474459 2.304520 0.320570 -0.27 -3.41 -1.42 0.25
C -5.805164 0.448079 0.448765 2.09 -3.75 3.71 -0.31
H -6.573396 -0.152585 -0.093839 0.19 1.28 0.42 0.28
C -4.714239 -0.736574 0.733381 -7.40 -4.99 -5.18 -0.83
H -4.039631 -0.657925 1.392695 4.74 1.57 5.63 0.53
H -5.296906 -1.817811 0.971927 1.33 2.89 -0.31 0.27
O -4.006450 -1.048249 -0.482649 -1.55 3.56 -1.50 -0.49
H -6.027497 0.713171 1.593856 -0.24 0.09 -2.94 0.29
H -5.404049 1.930758 -1.119064 0.56 -1.23 1.10 0.34
H -3.875002 0.513017 -1.924204 0.14 0.16 -12.79 1.08
H -1.904708 -1.062603 -0.695842 -0.93 -1.77 -0.16 0.48
S 0.307889 1.757287 0.252090 1.82 -3.44 -1.25 -0.18
C 2.015947 1.134532 0.411896 -6.59 -5.25 -0.07 0.48
C 1.996816 -0.287214 0.444473 2.92 2.94 -3.70 0.21
C 3.316267 -0.961696 0.181768 -4.20 -6.09 10.94 -0.24
H 3.162173 -2.165556 0.298848 -0.47 2.61 -0.28 0.24
C 4.383907 -0.938195 -0.622682 -0.02 10.73 -8.04 -0.94
C 5.144797 0.714914 -0.355948 -0.20 -5.90 2.69 -1.05
C 4.176598 1.777120 -0.353622 6.73 3.86 -7.18 -0.21
H 3.825571 1.794292 -1.381454 -0.43 0.18 -0.63 0.29
H 4.925087 2.793114 -0.438746 -2.19 -2.20 0.75 0.22
C 3.135998 1.913294 0.480028 -0.94 4.18 8.95 -0.61
H 2.823994 3.003664 0.645677 0.52 -1.33 -0.39 0.34
H 3.584468 1.594778 1.563595 -0.81 0.90 -1.61 0.21
H 5.485539 0.444902 0.692121 0.01 0.73 -0.89 0.34
H 5.993115 0.836826 -0.977269 0.59 0.25 -0.76 0.43
H 3.924733 -0.688598 -1.773031 1.86 -1.62 2.52 0.20
H 5.112286 -1.535687 -0.394328 3.88 -3.85 0.36 0.50
H 3.714288 -0.933165 1.441552 -0.21 0.22 -2.87 0.18
H -1.262429 -2.091302 1.238161 2.74 -2.51 -2.73 0.26
H -0.794161 -3.821598 0.575784 0.21 2.70 -0.05 0.24
```
Forces are in eV/Å.

Computed properties:
Energy above the lowest of the compared OMol25 structures with the same formula, charge and spin, kcal per mole: 319.1
Highest occupied orbital energy, eV: -7.963
Orbital gap, eV: 7.936
Net charge: 0
SMILES: NC(=O)c1c(NC(=O)[C@@H]2CCCO2)sc2c1CCCCC2
E_tot, hartree: -1316.5511

=====

No. 2
C38H36N8O4SeSr | wB97M-V/def2-TZVPD

```
88
Properties=species:S:1:pos:R:3:forces:R:3:mulliken_charge:R:1
Sr -0.376049 -0.519396 -0.240765 1.17 -1.00 2.04 3.46
O 1.381186 4.249900 2.428019 -0.05 0.15 -0.04 -0.68
C 1.159579 3.413919 3.453364 0.02 -0.26 0.10 0.41
C 1.393109 3.896977 4.741277 0.00 0.06 -0.02 -0.73
C 1.218813 3.082657 5.841588 -0.01 0.04 -0.01 -0.32
C 0.773477 1.773650 5.690033 -0.05 -0.08 0.05 -1.27
C 0.513078 1.298508 4.420227 -0.04 0.03 -0.03 -0.19
C 0.709331 2.090975 3.289307 -0.12 0.07 0.00 0.25
C 0.464583 1.477587 1.959919 0.36 0.16 -0.13 0.16
O -0.324704 0.500863 1.838000 0.43 0.67 1.09 -0.13
N 1.204682 1.998012 0.963772 0.17 0.48 0.35 -1.84
N 1.084363 1.294302 -0.177037 1.10 1.59 -0.37 1.04
C 1.767268 1.619145 -1.209232 0.11 0.37 0.49 -1.51
C 1.573125 0.859886 -2.439389 0.05 -0.11 -0.65 0.85
C 2.256432 1.196650 -3.609335 -0.05 0.06 0.20 -1.05
C 1.964110 0.517603 -4.778945 -0.08 -0.09 0.04 -0.44
C 1.008325 -0.488762 -4.753422 0.11 0.04 -0.05 -1.07
C 0.416929 -0.799860 -3.538922 -0.03 -0.02 -0.10 -0.56
N 0.687648 -0.149445 -2.414852 0.58 0.32 -0.83 0.69
H 1.316132 3.727051 1.602209 0.13 -0.15 -0.05 0.43
H 1.721464 4.922593 4.846759 0.03 -0.01 0.00 0.44
H 1.442984 3.466936 6.828583 -0.05 0.03 0.01 0.37
H 0.629074 1.139088 6.554369 0.03 -0.01 -0.01 0.44
H 0.170653 0.280201 4.274761 0.00 0.07 0.10 0.52
H 2.464980 2.457331 -1.204636 -0.02 0.01 0.03 0.25
H 2.988723 1.993033 -3.587761 -0.02 0.02 -0.03 0.49
H 2.470485 0.773085 -5.700425 -0.01 0.01 -0.01 0.42
H 0.731476 -1.025424 -5.649613 0.01 -0.03 0.02 0.47
H -0.321444 -1.592143 -3.460410 0.02 -0.02 -0.04 0.54
O -1.651759 -2.055812 -0.764934 -2.35 -2.60 -1.15 -0.26
C -2.413374 -2.368288 -1.756117 -0.45 -0.29 -0.33 -0.03
C -2.663369 -3.730629 -2.069043 0.06 -0.05 0.12 -0.72
C -3.475913 -4.118457 -3.105577 0.00 0.11 -0.03 -0.55
C -4.087263 -3.156748 -3.913287 -0.07 -0.03 -0.10 -0.87
C -3.861967 -1.825168 -3.648530 0.03 0.06 0.07 -0.99
C -3.043729 -1.393433 -2.592908 0.01 -0.31 0.03 0.54
C -2.875084 0.034123 -2.344590 -0.02 0.40 0.11 -0.20
N -2.134508 0.618633 -1.409398 -0.83 0.29 -0.65 1.37
C -2.312006 1.975190 -1.537626 -0.10 0.07 -0.14 -1.13
C -3.167076 2.229585 -2.560391 0.07 0.13 0.06 -1.19
N -3.515011 0.998589 -3.063847 -0.01 -0.16 0.02 0.01
H -2.184588 -4.464765 -1.431812 -0.01 0.01 0.00 0.43
H -3.650110 -5.169848 -3.299618 0.04 -0.01 0.03 0.41
H -4.728176 -3.450757 -4.733571 0.00 0.02 0.01 0.40
H -4.348493 -1.095459 -4.286280 0.01 0.00 -0.02 0.33
H -1.834931 2.671112 -0.868698 -0.01 0.00 0.01 0.48
H -3.557584 3.147574 -2.961754 0.00 -0.01 0.00 0.47
H -4.153998 0.839081 -3.819609 -0.02 -0.01 -0.01 0.15
O -0.624703 -1.882050 2.911395 -0.04 -0.04 -0.06 0.02
C 0.598076 -2.450470 3.319336 0.14 -0.25 0.23 -0.38
C 0.723554 -3.865203 2.775305 -0.17 0.25 -0.11 -1.29
C 0.923176 -3.878306 1.255580 -0.03 0.05 0.29 0.09
C 2.200674 -3.203980 0.851110 0.11 -0.05 -0.21 0.36
C 3.430815 -3.613014 1.366358 0.05 0.04 0.06 -0.73
C 4.590695 -2.986496 0.952468 -0.09 -0.03 -0.07 -0.48
C 4.497583 -1.981256 0.002008 -0.01 0.06 -0.02 -0.99
C 3.239777 -1.626237 -0.449749 0.13 -0.05 -0.08 0.06
N 2.111798 -2.205748 -0.035110 -0.09 0.13 0.06 0.33
H -0.482652 -0.922675 2.828651 -0.30 0.01 -0.24 -0.14
H 0.652095 -2.480751 4.416284 0.06 0.02 -0.03 0.35
H 1.440996 -1.845919 2.958449 0.03 0.03 0.08 0.38
H -0.192443 -4.410123 3.012649 0.05 -0.04 0.10 0.46
H 1.560500 -4.351894 3.280799 -0.05 -0.11 0.00 0.43
H 0.095598 -3.361623 0.767172 -0.07 -0.15 -0.01 -0.40
H 0.929251 -4.914269 0.905951 0.00 0.04 -0.09 0.46
H 3.474559 -4.410071 2.096963 -0.04 -0.02 -0.03 0.36
H 5.551164 -3.282953 1.353360 0.01 -0.02 -0.01 0.43
H 5.375780 -1.482066 -0.383176 -0.01 0.03 0.03 0.44
H 3.130502 -0.849384 -1.197477 -0.01 0.03 0.05 0.20
C -4.926377 0.029735 0.496989 -0.06 -0.02 -0.13 -1.08
N -4.374727 -0.169858 1.815341 0.28 -0.10 0.10 0.36
C -3.641416 0.736469 2.514221 -0.26 -0.01 0.16 -0.41
Se -3.245987 2.442826 2.065714 0.16 0.43 -0.15 -0.28
N -3.345358 0.160896 3.708906 0.06 -0.22 -0.13 0.18
C -3.888833 -1.110497 3.788415 -0.07 -0.04 -0.05 0.33
C -3.923012 -2.056010 4.796511 0.15 -0.01 -0.01 -0.87
C -4.614766 -3.230162 4.540024 -0.03 -0.08 0.05 -0.58
C -5.251462 -3.450374 3.319927 -0.05 -0.01 -0.01 -0.76
C -5.225091 -2.497586 2.312129 0.03 0.09 -0.08 -0.65
C -4.538244 -1.323609 2.571424 -0.06 -0.03 0.13 0.96
H -4.611810 1.008127 0.140450 0.02 0.00 0.03 0.18
H -6.016565 -0.005691 0.541151 0.01 -0.02 0.00 0.40
H -4.558033 -0.742137 -0.180867 -0.01 -0.01 0.02 0.26
H -2.737733 0.609785 4.372418 -0.04 0.07 0.01 0.26
H -3.419742 -1.897187 5.740993 -0.02 0.03 0.00 0.42
H -4.668078 -3.991392 5.307451 0.02 0.01 -0.01 0.40
H -5.790711 -4.374646 3.160500 0.03 -0.01 -0.01 0.41
H -5.719898 -2.659804 1.363894 -0.01 -0.01 0.01 0.45
```
Forces are in eV/Å.

Computed properties:
Energy above the lowest of the compared OMol25 structures with the same formula, charge and spin, kcal per mole: 45.4
Highest occupied orbital energy, eV: -7.010
Orbital gap, eV: 6.587
Net charge: 0
E_tot, hartree: -4640.9784

=====

No. 3
C14H38FN2O15P3S | wB97M-V/def2-TZVPD

```
74
Properties=species:S:1:pos:R:3:forces:R:3:mulliken_charge:R:1
C 2.742940 2.337667 -0.124751 -0.76 0.07 -0.08 -1.37
C 1.505292 1.861067 -0.925709 1.42 0.80 1.27 -0.07
O 1.529584 0.421706 -0.884742 0.00 0.16 -0.12 -0.26
N 0.902859 -0.197604 -1.958639 -0.89 1.89 -0.82 0.15
C 1.770092 -0.291714 -3.143381 0.56 -1.09 -0.48 -0.41
C 2.632705 -1.565120 -2.983618 -1.12 -0.12 0.89 0.51
C 2.003634 -2.708718 -2.171595 0.70 -0.09 -0.12 -1.14
N 3.759068 -1.649454 -3.525945 0.32 0.13 -0.07 -0.60
S -0.635995 0.406879 -2.313007 -2.68 -2.88 0.01 1.00
O -1.272230 -0.610905 -3.082557 0.99 0.28 -1.18 -0.63
O -1.398902 0.679550 -1.136823 1.78 1.55 -0.13 -0.45
F -0.572136 1.678886 -3.293678 0.53 -0.51 1.13 -0.27
H 2.683517 1.926103 0.893166 0.27 -0.04 -0.38 0.32
H 3.678267 2.075446 -0.631304 -0.21 -0.03 0.26 0.34
H 2.674613 3.430365 -0.014182 0.11 -0.28 -0.14 0.41
H 0.629099 2.214726 -0.363937 -0.08 -0.15 -0.62 0.24
H 1.582962 2.283988 -1.936462 -0.35 -0.43 0.08 0.35
H 1.151587 -0.463152 -4.040218 -0.03 0.13 0.42 0.45
H 2.383310 0.601102 -3.325797 -0.12 -0.22 0.27 0.30
H 2.776967 -3.484002 -2.043741 -0.28 0.21 -0.16 0.46
H 1.164680 -3.165078 -2.718894 0.05 0.32 0.34 0.25
H 1.713798 -2.408059 -1.156999 -0.22 0.03 -0.42 0.25
H 4.136862 -2.570305 -3.288963 0.43 0.17 -0.46 0.14
C -6.673902 4.499948 2.571973 0.06 0.50 0.04 -0.68
O -6.505890 3.127059 2.227055 -0.20 -3.43 -1.01 -0.49
P -4.945783 2.511174 2.284934 3.50 6.17 2.61 1.24
O -4.578944 2.910891 3.676221 -0.45 -0.95 -0.37 -0.58
O -4.438272 3.599362 1.155057 -0.26 -0.70 -0.50 -0.36
C -5.065187 3.599422 -0.133494 0.11 0.21 -0.02 -0.83
O -3.603169 1.548591 2.004093 -2.99 -1.49 -0.60 -0.37
C -3.314338 1.089824 0.668915 -0.04 -0.02 0.08 -0.57
H -7.318784 4.557321 3.448112 0.06 -0.11 0.00 0.26
H -5.732861 5.001774 2.782465 0.03 -0.14 0.05 0.34
H -7.162186 5.004145 1.735656 -0.01 -0.10 -0.02 0.26
H -5.413346 4.608419 -0.354016 -0.03 -0.01 0.01 0.26
H -5.914233 2.916027 -0.178671 -0.05 0.09 -0.03 0.43
H -4.334876 3.306158 -0.888534 0.00 0.01 0.02 0.25
H -2.759352 1.851075 0.132201 -0.12 0.10 0.13 0.26
H -4.229025 0.844593 0.129698 0.10 -0.06 -0.11 0.35
H -2.700360 0.197617 0.736925 -0.07 0.03 0.18 0.28
C -4.938549 2.624861 10.056583 0.34 0.31 0.18 -0.67
O -5.594582 1.716348 9.178281 -2.04 -1.83 -2.22 -0.46
P -4.683183 0.435743 8.587776 6.29 1.21 3.91 1.26
O -4.179323 -0.122117 9.875934 -0.87 -0.20 -0.67 -0.65
O -3.608470 1.444068 7.863519 -0.77 -0.19 -0.51 -0.41
C -4.093808 2.373746 6.877483 0.25 0.10 -0.10 -0.74
O -4.203832 -0.853711 7.621302 -3.09 0.87 -0.42 -0.39
C -4.231836 -0.720629 6.192861 0.14 -0.10 -0.23 -0.63
H -5.443188 2.594398 11.021807 -0.01 -0.12 -0.05 0.25
H -3.884615 2.395422 10.192602 -0.06 -0.14 -0.02 0.35
H -5.028679 3.629456 9.637796 -0.06 -0.06 -0.05 0.25
H -3.766881 3.377085 7.149839 -0.03 -0.01 0.04 0.37
H -5.181724 2.364080 6.805211 0.02 0.10 0.00 0.38
H -3.675693 2.120169 5.905303 -0.05 0.05 0.01 0.23
H -3.312194 -0.248138 5.846725 -0.06 0.09 0.07 0.23
H -5.092301 -0.140958 5.861226 0.07 -0.02 -0.15 0.32
H -4.294202 -1.716763 5.757459 -0.06 -0.02 0.14 0.32
C 5.636342 -2.218704 -6.747535 0.11 0.18 -0.19 -0.66
O 5.451615 -3.650461 -6.673267 -1.01 -2.98 -0.90 -0.48
P 6.570995 -4.483129 -5.733257 3.46 7.40 2.87 1.22
O 6.376934 -3.609829 -4.530024 -0.49 -1.21 0.34 -0.63
O 7.805406 -3.943879 -6.689457 -0.10 -1.10 -0.61 -0.35
C 7.850598 -4.365897 -8.057676 0.11 0.20 -0.02 -0.81
O 7.653173 -5.508395 -4.937918 -2.17 -1.98 -1.60 -0.32
C 8.440267 -6.443044 -5.687718 0.25 -0.11 0.09 -0.60
H 4.759283 -1.736593 -6.318356 0.00 -0.20 0.13 0.22
H 6.524548 -1.872163 -6.228168 -0.05 -0.18 0.10 0.36
H 5.716471 -1.942008 -7.800997 -0.04 -0.16 -0.02 0.28
H 7.922290 -3.484413 -8.694291 -0.04 -0.01 -0.01 0.26
H 6.964281 -4.935131 -8.342903 -0.02 0.09 -0.08 0.41
H 8.734518 -4.985700 -8.214432 -0.01 0.01 0.01 0.28
H 9.339083 -5.952469 -6.063299 -0.08 0.07 -0.04 0.21
H 7.875273 -6.867338 -6.516941 0.13 -0.09 -0.02 0.32
H 8.739917 -7.250679 -5.022281 -0.12 0.04 0.06 0.27
```
Forces are in eV/Å.

Computed properties:
Highest occupied orbital energy, eV: -9.416
Orbital gap, eV: 6.949
Net charge: 0
SMILES: [H]/N=C(\C)CN(OCC)S(=O)(=O)F.COP(=O)(OC)OC.COP(=O)(OC)OC.COP(=O)(OC)OC
E_tot, hartree: -3316.1974